(1)
# C18H15I3N2O5S

A structure of composition C18H15I3N2O5S (ωB97M-V with the def2-TZVPD basis set, OMol25).

Calculated values
**LUMO energy**: -1.00 eV
**Multiplicity**: 1
**HOMO energy**: -0.3259 Ha
**F_max**: 1.03 eV/Å
**Relative energy (zero: lowest compared OMol25 entry of this formula, charge and spin)**: 0.0 kJ/mol

```
44
C18H15I3N2O5S, DFT ωB97M-V with the def2-TZVPD basis set
C -3.60 1.87 2.08
C -2.52 2.81 1.67
I -3.27 4.53 0.71
C -1.22 2.61 1.91
I 0.22 4.08 1.42
N -0.78 1.38 2.51
C -0.99 0.19 1.70
O -1.94 -0.51 1.78
C 0.24 0.01 0.88
C 0.45 -0.73 -0.29
C -0.65 -1.59 -0.85
C -0.96 -2.81 0.05
C -2.42 -3.26 -0.05
I -3.26 -3.85 1.83
C 1.73 -0.62 -0.89
C 2.02 -1.34 -2.19
C 1.33 -0.66 -3.40
O 1.13 0.74 -3.13
C -0.12 1.21 -3.31
O -0.35 2.37 -3.38
C 2.74 0.16 -0.28
S 4.36 0.35 -0.98
C 2.50 0.81 0.92
O 3.50 1.58 1.54
C 3.99 0.99 2.58
N 4.48 0.44 3.46
C 1.24 0.74 1.48
C 0.67 1.37 2.71
O 1.23 1.71 3.70
H -3.31 1.24 2.91
H -4.46 2.45 2.39
H -3.94 1.28 1.23
H -1.55 -1.01 -1.04
H -0.29 -2.01 -1.78
H -0.68 -2.63 1.07
H -0.36 -3.65 -0.30
H -3.05 -2.46 -0.41
H -2.52 -4.09 -0.74
H 1.67 -2.36 -2.08
H 3.08 -1.36 -2.37
H 2.00 -0.68 -4.25
H 0.39 -1.14 -3.63
H -0.91 0.46 -3.37
H 4.15 1.38 -1.81
```

These are the Löwdin partial charges, in e, on atoms 1 to 5: C -0.17; C -0.81; I 0.86; C -0.71; I 0.97



(2)
# C5H9NO3

The molecule C5H9NO3 (ωB97M-V with the def2-TZVPD basis set, OMol25).

Calculated values
**LUMO energy**: 0.61 eV
**Multiplicity**: 1
**HOMO energy**: -0.3483 Ha
**F_max**: 2.48 eV/Å
**Relative energy (zero: lowest compared OMol25 entry of this formula, charge and spin)**: 114.5 kJ/mol

```
18
C5H9NO3, DFT ωB97M-V with the def2-TZVPD basis set
C -2.36 0.14 -0.77
C -1.69 0.06 0.60
N -0.96 1.30 0.87
C -0.69 -1.10 0.69
C 0.37 -0.96 -0.38
O 0.56 -1.75 -1.26
C 1.18 0.36 -0.38
O 1.29 1.04 -1.37
O 2.00 0.42 0.67
H -1.65 0.46 -1.54
H -2.76 -0.84 -1.05
H -3.18 0.87 -0.75
H -2.47 -0.13 1.36
H -1.47 2.12 0.55
H -0.75 1.40 1.86
H -0.19 -1.08 1.67
H -1.19 -2.06 0.56
H 2.41 1.30 0.71
```

These are the Löwdin partial charges, in e, on atoms 1 to 5: C -0.05; C -0.44; N 0.05; C -0.09; C -0.32



(3)
# C3H3Cl2NO2

The molecule C3H3Cl2NO2 (ωB97M-V with the def2-TZVPD basis set, OMol25).

Calculated values
**LUMO energy (alpha / beta)**: 0.43 / -5.03 eV
**⟨S²⟩**: 2.0082
**Multiplicity**: 3
**HOMO energy (alpha / beta)**: -0.2196 / -0.3851 Ha
**F_max**: 6.05 eV/Å
**Relative energy (zero: lowest compared OMol25 entry of this formula, charge and spin)**: 0.0 kJ/mol

```
11
C3H3Cl2NO2, DFT ωB97M-V with the def2-TZVPD basis set
C -0.94 -0.05 0.35
C 0.82 -0.85 1.80
C 0.36 -0.85 0.33
N -0.87 1.15 -0.05
O 1.59 -0.08 2.19
O 1.49 -0.45 -0.40
Cl -2.35 -1.12 0.66
Cl -0.01 -1.98 2.84
H 0.24 -1.97 0.03
H -1.76 1.63 -0.05
H 1.31 0.48 -0.33
```

These are the Löwdin partial charges, in e, on atoms 1 to 5: C -0.76; C -0.80; C -0.39; N 0.11; O 0.15



(4)
# C34H50AsBr4CrGe2N2O2Si

A structure of composition C34H50AsBr4CrGe2N2O2Si (ωB97M-V with the def2-TZVPD basis set, OMol25).

Calculated values
**LUMO energy (alpha / beta)**: -0.75 / -0.29 eV
**⟨S²⟩**: 3.7899
**Multiplicity**: 4
**HOMO energy (alpha / beta)**: -0.2923 / -0.2946 Ha
**F_max**: 2.73 eV/Å
**Relative energy (zero: lowest compared OMol25 entry of this formula, charge and spin)**: 10.9 kJ/mol

```
97
C34H50AsBr4CrGe2N2O2Si, DFT ωB97M-V with the def2-TZVPD basis set
Cr -5.40 -11.65 16.60
C -5.96 -14.31 19.13
C -5.24 -14.64 17.84
C -4.80 -15.90 17.51
C -4.10 -16.07 16.30
C -3.92 -15.01 15.41
C -4.45 -13.72 15.78
N -5.06 -13.59 17.00
N -4.43 -12.53 15.14
Si -4.34 -12.13 13.46
C -3.85 -10.33 13.21
C -5.96 -12.55 12.64
C -2.97 -13.10 12.64
H -5.61 -14.99 19.97
H -7.02 -14.38 19.04
H -5.64 -13.30 19.44
H -4.90 -16.75 18.14
H -3.83 -17.06 16.00
H -3.36 -15.05 14.50
H -4.41 -9.65 13.84
H -4.11 -9.98 12.17
H -2.80 -10.17 13.44
H -6.75 -11.99 13.11
H -6.14 -13.62 12.77
H -5.78 -12.29 11.58
H -2.04 -12.81 13.21
H -2.90 -12.82 11.56
H -3.12 -14.15 12.70
Br -11.92 -9.44 16.84
C -10.06 -9.60 16.86
C -9.33 -8.50 17.24
Br -10.14 -6.82 17.55
C -7.93 -8.63 17.43
Br -6.92 -7.18 18.24
C -7.25 -9.74 16.99
O -5.92 -9.84 17.10
C -7.99 -10.83 16.51
O -7.23 -11.88 16.18
C -9.36 -10.74 16.49
Br -10.31 -12.20 15.79
C -0.05 -7.97 19.42
C -1.55 -7.62 19.14
Ge -2.16 -8.27 17.42
C -2.57 -10.22 17.18
C -2.00 -11.20 18.11
C -0.97 -7.61 16.01
C -1.71 -6.81 15.22
Ge -3.54 -6.74 16.05
C -5.14 -7.35 15.09
C -5.23 -6.86 13.64
C -3.92 -4.97 16.86
C -5.07 -4.22 16.12
C -1.19 -6.01 14.07
C -1.95 -4.98 13.56
C -1.40 -4.12 12.61
C -0.11 -4.26 12.11
C 0.63 -5.29 12.64
C 0.14 -6.15 13.60
H 0.36 -7.40 20.24
H 0.53 -7.68 18.47
H 0.05 -9.06 19.49
H -1.67 -6.55 19.01
H -2.20 -7.90 20.02
H -2.30 -10.51 16.17
H -3.67 -10.22 17.27
H -0.90 -11.10 18.08
H -2.29 -12.20 17.79
H -2.35 -11.08 19.12
H 0.11 -7.78 15.86
H -6.00 -6.91 15.61
H -5.26 -8.42 15.16
H -5.21 -5.79 13.49
H -6.18 -7.19 13.21
H -4.47 -7.33 12.99
H -2.98 -4.39 16.92
H -4.26 -5.15 17.88
H -4.77 -4.02 15.10
H -5.31 -3.26 16.54
H -5.93 -4.88 16.13
H -2.98 -4.83 13.97
H -2.01 -3.29 12.30
H 0.36 -3.54 11.45
H 1.68 -5.48 12.34
H 0.80 -7.02 13.93
C -4.87 -11.62 21.81
As -5.12 -10.50 20.16
C -7.08 -10.60 20.37
C -4.64 -8.77 21.00
H -5.37 -11.18 22.69
H -3.84 -11.77 22.10
H -5.50 -12.52 21.63
H -7.31 -10.62 21.47
H -7.36 -11.55 20.00
H -7.55 -9.75 19.89
H -5.35 -8.66 21.85
H -4.78 -7.86 20.37
H -3.71 -8.80 21.51
```

These are the Löwdin partial charges, in e, on atoms 1 to 5: Cr 0.96; C -0.01; C -0.28; C -0.04; C -0.04



(5)
# C18H28BiNO4P2

A structure of composition C18H28BiNO4P2 (ωB97M-V with the def2-TZVPD basis set, OMol25).

Calculated values
**LUMO energy**: -6.86 eV
**Multiplicity**: 1
**HOMO energy**: -0.5046 Ha
**F_max**: 2.45 eV/Å
**Relative energy (zero: lowest compared OMol25 entry of this formula, charge and spin)**: 0.0 kJ/mol
**Total charge**: +2

```
54
C18H28BiNO4P2, DFT ωB97M-V with the def2-TZVPD basis set
Bi 0.26 0.95 -0.72
P 2.88 0.69 -1.30
C 2.86 -1.07 -1.80
C 1.69 -1.93 -1.36
N 0.64 -1.40 -0.69
C -0.34 -2.25 -0.24
C -0.33 -3.60 -0.55
C 0.75 -4.14 -1.25
C 1.77 -3.28 -1.64
C -1.39 -1.75 0.73
P -3.15 -1.65 0.20
H 2.65 -3.67 -2.14
H -1.14 -4.24 -0.20
H 0.79 -5.21 -1.46
H -1.40 -2.45 1.60
H -1.13 -0.76 1.16
H 2.93 -1.11 -2.88
H 3.81 -1.48 -1.43
H -0.45 -0.23 -6.37
O -0.60 -1.17 -6.51
H 0.29 -1.53 -6.67
H -3.46 -0.58 -0.68
O -1.79 0.39 -1.23
H -2.05 0.75 -2.10
C -3.79 -3.10 -0.64
H -3.92 -3.94 0.06
H -4.77 -2.85 -1.09
H -3.10 -3.40 -1.44
C -4.08 -1.24 1.69
H -4.83 -0.48 1.41
H -4.61 -2.10 2.11
H -3.43 -0.82 2.47
C 4.11 0.78 0.01
H 4.96 0.12 -0.24
H 4.47 1.81 0.11
H 3.66 0.48 0.97
C 3.51 1.54 -2.77
H 3.35 2.63 -2.67
H 4.60 1.34 -2.89
H 2.98 1.19 -3.67
O 1.90 1.13 2.75
C 0.78 1.49 2.41
O 0.06 0.90 1.45
C 0.07 2.66 3.01
C -1.26 2.98 2.67
C -1.76 4.26 2.95
C -0.95 5.19 3.63
C 0.32 4.83 4.08
C 0.83 3.55 3.79
H -1.88 2.25 2.13
H -2.77 4.53 2.64
H -1.33 6.21 3.82
H 0.95 5.53 4.64
H 1.82 3.24 4.10
```

These are the Löwdin partial charges, in e, on atoms 1 to 5: Bi 1.77; P 0.71; C -0.28; C -0.28; N -0.01



(6)
# C2H4N4O2

The molecule C2H4N4O2 (ωB97M-V with the def2-TZVPD basis set, OMol25).

Calculated values
**LUMO energy**: 0.04 eV
**Multiplicity**: 1
**HOMO energy**: -0.3191 Ha
**F_max**: 7.89 eV/Å
**Relative energy (zero: lowest compared OMol25 entry of this formula, charge and spin)**: 693.6 kJ/mol

```
12
C2H4N4O2, DFT ωB97M-V with the def2-TZVPD basis set
O -2.58 -0.36 -0.19
N -1.57 0.83 -0.28
C -0.16 0.67 -0.24
N 0.79 1.46 -0.25
N 1.99 0.92 -0.01
C 2.22 -0.35 0.00
O 1.18 -1.05 -0.51
N 0.04 -0.72 0.12
H -2.38 -0.74 0.92
H -2.03 1.60 0.38
H 3.11 -0.72 0.28
H -0.60 -1.52 -0.23
```

These are the Löwdin partial charges, in e, on atoms 1 to 5: O -0.15; N 0.01; C -0.39; N 0.06; N 0.02



(7)
# C2H6BrOZn

A structure of composition C2H6BrOZn (ωB97M-V with the def2-TZVPD basis set, OMol25).

Calculated values
**LUMO energy**: -10.35 eV
**Multiplicity**: 1
**HOMO energy**: -0.4476 Ha
**F_max**: 2.07 eV/Å
**Relative energy (zero: lowest compared OMol25 entry of this formula, charge and spin)**: 273.9 kJ/mol
**Total charge**: +1

```
11
C2H6BrOZn, DFT ωB97M-V with the def2-TZVPD basis set
Zn -2.62 4.10 -6.32
Br -2.74 0.25 -5.44
C 0.88 -0.02 2.08
C 0.71 -0.81 0.84
O -0.69 -1.09 0.70
H 1.90 0.32 2.27
H 0.75 -0.59 3.00
H 0.32 0.92 2.11
H 1.29 -1.70 1.05
H 1.18 -0.43 -0.07
H -0.98 -0.95 -0.21
```

These are the Löwdin partial charges, in e, on atoms 1 to 5: Zn 0.86; Br 0.07; C -0.11; C -0.31; O -0.05



(8)
# C24H37NOOsSSi3

A structure of composition C24H37NOOsSSi3 (ωB97M-V with the def2-TZVPD basis set, OMol25).

Calculated values
**LUMO energy (alpha / beta)**: -0.20 / -0.27 eV
**Multiplicity**: 1
**HOMO energy (alpha / beta)**: -0.2319 / -0.2507 Ha
**F_max**: 2.58 eV/Å

```
68
C24H37NOOsSSi3, DFT ωB97M-V with the def2-TZVPD basis set
Os 0.05 0.36 -0.46
C 0.01 -0.03 3.29
O -0.21 -0.41 1.94
Si -0.82 -1.91 1.44
C 0.43 -3.18 2.02
C -2.39 -2.30 2.39
C -1.02 -1.58 -0.37
Si -0.15 -2.79 -1.50
C 1.67 -3.12 -1.13
C -0.17 -2.20 -3.28
C -0.97 -4.49 -1.38
Si -2.75 -1.04 -0.89
C -3.51 0.16 0.35
C -3.93 -2.49 -1.06
C -2.74 -0.21 -2.59
H -0.92 -0.10 3.87
H 0.36 1.00 3.30
H 0.76 -0.67 3.76
H 0.31 -3.35 3.10
H 1.46 -2.87 1.84
H 0.28 -4.15 1.52
H -2.17 -2.51 3.45
H -2.86 -3.19 1.97
H -3.11 -1.49 2.35
H 2.27 -2.21 -1.11
H 2.07 -3.76 -1.92
H 1.81 -3.64 -0.18
H 0.09 -1.14 -3.33
H -1.16 -2.31 -3.74
H 0.54 -2.76 -3.89
H -1.14 -4.75 -0.33
H -0.33 -5.26 -1.82
H -1.93 -4.51 -1.89
H -4.31 -0.31 0.94
H -3.95 1.02 -0.17
H -2.76 0.55 1.04
H -4.01 -3.07 -0.13
H -3.61 -3.18 -1.85
H -4.93 -2.14 -1.32
H -1.81 0.34 -2.76
H -3.57 0.50 -2.67
H -2.85 -0.95 -3.39
S 4.59 0.44 -0.48
C 2.96 0.06 -0.10
N 2.07 0.41 -0.98
C 2.68 1.03 -2.08
C 2.02 1.55 -3.19
C 2.76 2.18 -4.16
C 4.15 2.29 -4.05
C 4.82 1.77 -2.96
C 4.06 1.14 -1.98
H 2.71 -0.41 0.84
H 0.94 1.45 -3.24
H 2.26 2.61 -5.02
H 4.72 2.79 -4.83
H 5.90 1.85 -2.87
C -0.81 1.86 -0.77
C -1.54 3.00 -1.24
C -2.47 3.63 -0.42
C -3.16 4.75 -0.86
C -2.95 5.25 -2.13
C -2.04 4.63 -2.96
C -1.33 3.52 -2.52
H -2.63 3.23 0.57
H -3.87 5.24 -0.19
H -3.49 6.13 -2.48
H -1.87 5.00 -3.96
H -0.61 3.03 -3.17
```

These are the Löwdin partial charges, in e, on atoms 1 to 5: Os 1.17; C -0.13; O -0.39; Si 0.29; C -0.16



What is the F_max in the fifth record?
2.45 eV/Å



What is the formula in the seventh record?
C2H6BrOZn